No. 1
Entry from the Open Molecules 2025 dataset: a structure of composition C6H12N4O14Pb at a distorted geometry (the ωB97M-V functional and the def2-TZVPD basis).

Properties
- orbital gap (spin up / spin down) (eV) = 7.271 / 4.035
- E_HOMO (spin up / spin down) (eV) = -4.73 / -4.70
- multiplicity = 2
- charge = -1
- calculated total energy (eV) = -46292.7183

XYZ file:
```
37
Properties=species:S:1:pos:R:3:forces:R:3
O -0.4793 -0.5287 2.5548 -2.9033 1.8146 0.6769
H -1.0573 3.8127 1.5418 0.8227 0.0899 1.3918
Pb -0.2686 0.2626 0.0748 -0.1174 -0.6645 -1.2090
O 1.3083 -1.5025 1.8232 0.8207 -0.6545 -1.0027
C -1.9253 3.7477 0.0979 0.0350 -0.7190 -1.5012
O -1.4839 2.5812 -0.0224 -0.6563 0.8382 -0.0864
H -1.6149 -2.5473 0.2977 -0.4902 -0.0984 -0.0837
O -4.8533 -0.7910 -0.9621 0.2360 -0.5021 0.3023
C -3.6094 -0.2510 -1.0548 1.8219 4.3700 -2.1466
N 3.5301 1.1492 0.4199 3.4174 -2.7105 -5.3048
C 0.8023 0.8821 -2.7658 -2.4442 0.7147 3.0032
H 4.5139 0.9291 0.4826 -0.4745 0.1232 0.1444
O 0.1284 -1.9542 -1.2535 1.9483 4.4711 -0.3530
O -2.6060 4.1755 -0.8522 -0.1642 0.0129 0.0997
H -4.6767 -1.0471 -0.0539 -1.1028 -0.8980 0.7564
H -0.1523 -1.4386 4.0955 -1.1363 -0.5804 2.5497
O 1.6111 1.6778 1.1303 -5.2764 1.0291 0.3421
O -2.8305 -0.4142 -0.0851 0.8004 -2.1889 2.4995
C 0.4077 -1.3675 2.6540 3.4194 -0.6126 -3.1903
O -0.3785 1.1440 -2.4831 -0.6352 0.0926 -1.3454
H 4.4045 2.2750 2.3324 -0.5434 0.0690 0.3183
O -3.3118 0.5735 -1.9228 -1.3485 -0.9687 -1.0684
H 2.2439 0.9549 -3.8538 0.2303 -0.1829 -0.1008
H -0.5548 -4.8630 -1.5112 0.9133 -0.3821 -0.9858
O -1.6086 4.4840 1.1332 -0.1720 0.1201 0.1152
H -1.7671 -4.1826 -0.2921 0.0442 0.5415 0.2316
H 2.7541 2.4767 3.0149 0.7954 0.2109 0.3180
O 1.2961 1.0491 -3.9741 0.3876 0.2963 -1.9374
H 0.6767 -4.0221 -2.5069 -0.3529 -0.1103 0.2990
N 3.4038 2.1391 2.3192 0.8378 2.0074 4.0799
O 0.4401 -2.1165 3.7621 -0.3876 0.1313 0.8942
O 1.5641 0.5357 -1.8477 2.9379 -0.9128 1.1909
N -0.0014 -4.0553 -1.7592 1.7195 -4.8450 -3.0919
N -1.3095 -3.2828 -0.3236 -5.4791 -0.5131 5.2084
H 2.9918 0.8659 -0.3863 0.3329 -0.4542 -0.7004
C -0.3706 -3.0186 -1.1121 1.4197 1.1192 -1.0685
C 2.7831 1.6671 1.2884 0.7438 -0.0539 0.7550
```
Positions in Å, forces in eV/Å.


No. 2
Entry from the Open Molecules 2025 dataset: a structure of composition C6H12N4OS at a distorted geometry (the ωB97M-V functional and the def2-TZVPD basis).

Properties
- orbital gap (spin up / spin down) (eV) = 5.021 / 6.725
- E_HOMO (spin up / spin down) (eV) = -4.46 / -9.50
- multiplicity = 3
- calculated total energy (eV) = -25250.7806

XYZ file:
```
24
Properties=species:S:1:pos:R:3:forces:R:3
S 1.0052 -1.3861 0.3765 2.8714 0.3915 4.4372
N 3.1482 1.6174 -0.9174 1.4176 1.0255 0.3516
C -1.4655 0.1331 0.3925 3.3995 -1.8433 4.3478
N -1.2784 1.4256 0.3776 -0.3723 1.1464 -0.1807
H 3.9424 0.0612 0.1538 -0.1224 -0.9637 -0.3248
H -2.6064 2.7951 -0.8849 0.7284 -0.1198 0.7156
H -2.2812 -2.3623 -0.5431 2.3262 -0.8485 -0.8272
N -2.3827 -0.2843 -0.4009 -0.8159 1.0175 0.6828
H 2.8212 2.1358 -0.1020 0.6062 1.1111 -0.6473
O 0.3394 -1.3015 -0.8959 -2.2316 -0.3312 -4.1148
C -2.9339 -1.5530 -0.5503 -0.5723 -0.2596 -2.0369
H 2.3772 0.1117 1.7118 -0.9968 0.1043 -2.1589
H 1.1903 0.9962 0.7498 -0.7683 0.4896 -0.7491
H 2.7920 -0.3869 -1.2754 0.5279 0.2375 1.3980
H -0.1398 -0.4636 2.2384 0.2242 0.0580 0.6077
C -0.4407 -1.1219 1.4549 -0.2009 4.8687 -3.7186
H 4.1951 1.8168 -1.0780 -2.3255 -0.1437 0.4598
N -2.9835 0.7909 -0.9144 -0.7793 1.3683 -1.5582
C 1.9021 0.2073 0.6218 1.5072 -2.2654 3.5735
C 3.0104 0.2729 -0.3761 0.5660 -0.3175 -1.9790
H -3.3932 -1.4342 -1.5163 -0.7184 -0.8970 -0.2473
C -2.2848 1.8335 -0.4747 -0.5708 -1.8685 -0.4672
H -0.9938 -1.9443 1.6659 -1.4993 -2.4921 0.7249
H -3.5397 -1.9592 0.1863 -2.2007 0.5323 1.7112
```
Positions in Å, forces in eV/Å.


No. 3
Entry from the Open Molecules 2025 dataset: a structure of composition C6H12N4S at a distorted geometry (the ωB97M-V functional and the def2-TZVPD basis).

Properties
- orbital gap (eV) = 7.318
- energy relative to the best compared isomer or geometry (same formula, charge and spin) (kJ/mol) = 486.25
- E_HOMO (eV) = -8.19
- calculated total energy (eV) = -23206.9009

XYZ file:
```
23
Properties=species:S:1:pos:R:3:forces:R:3
C 3.2562 -1.6740 -0.5101 0.4984 -0.4916 0.1942
N 1.0317 -0.1243 -0.8421 -0.5238 -3.1621 0.5363
C -1.0300 0.9493 -0.3822 0.5226 1.2573 0.5099
H -2.8986 -0.0821 0.0316 -0.3311 -0.0456 0.8192
C -2.3746 0.4205 -0.7530 -1.2016 -1.3741 -2.6911
N 1.5772 -2.3376 0.7357 3.2660 -0.7682 0.6954
H 1.9007 1.4237 -1.9421 0.0326 -1.2152 1.5558
H -2.4260 -0.3370 -1.6156 0.8209 0.7366 1.1450
H -0.5806 1.4121 -1.2760 -0.1846 -0.0918 0.3445
N 3.7474 -2.2218 0.6358 3.3841 -0.1521 0.1940
H 2.9304 0.5354 -0.8498 0.9476 0.1780 0.2494
H -0.5069 -1.1853 -0.0370 1.0444 2.4727 1.2879
H 1.6725 1.7478 -0.2341 0.4140 -0.3914 0.7288
C 1.9153 0.9021 -0.8855 0.4554 3.6428 -2.4378
N 1.9228 -1.7780 -0.4629 -3.1556 2.1239 -0.9650
H 0.7196 -2.2376 1.1925 -1.4442 0.1432 0.1238
H 0.2323 0.1663 1.2876 0.2792 -0.8683 -1.8947
H -3.0285 1.1885 -1.2014 0.2703 0.1166 0.6824
C 2.8011 -2.5977 1.3705 -2.3147 -1.7140 0.9486
H 2.9323 -3.3347 2.2371 -0.5105 1.6567 -1.0633
C 0.0347 -0.1176 0.1688 -3.2396 -0.9647 -0.1833
H -1.2566 1.8194 0.3252 0.8751 -1.2328 -0.5253
S 4.1547 -1.0653 -1.7465 0.0952 0.1440 -0.2546
```
Positions in Å, forces in eV/Å.


No. 4
Entry from the Open Molecules 2025 dataset: the ion C6H12N5 with charge +1 at a distorted geometry (the ωB97M-V functional and the def2-TZVPD basis).

Properties
- orbital gap (eV) = 9.605
- energy relative to the best compared isomer or geometry (same formula, charge and spin) (kJ/mol) = 108.61
- E_HOMO (eV) = -12.97
- charge = +1
- structure (SMILES) = [H]/N=C(/C)[C@@](N)(C#N)CNC=[NH2+]
- calculated total energy (eV) = -13858.1282

XYZ file:
```
23
Properties=species:S:1:pos:R:3:forces:R:3
H -3.5626 -0.1271 1.3089 -2.5536 0.5962 -0.5766
H 0.8399 -1.4905 0.4164 -1.0739 0.2999 0.6812
C 2.7606 -0.0116 0.3726 1.1094 -0.8060 0.3201
N 2.6107 -0.5619 -0.7889 1.3344 -0.7773 -1.8712
H 1.8158 0.4560 2.1332 0.8199 0.3153 -0.4747
H 0.0038 -0.7827 1.9233 0.1800 0.4889 -1.1732
C 0.0533 1.5053 -0.7472 0.5392 0.2188 0.1964
C 0.4971 -0.5654 0.9428 -0.6455 0.3225 -2.2090
H 0.0941 -0.0335 -2.2562 -0.9064 -1.7262 0.4096
C -2.5471 -0.2294 1.1924 1.8893 -0.9597 0.4511
H 3.5325 -0.8377 -1.2398 -2.1689 0.4648 0.2342
C -0.4641 0.2038 -0.3910 0.2703 -1.2042 3.0514
N 0.4547 2.4994 -1.1571 0.1107 0.1021 0.0948
N 1.7564 0.1182 1.1778 -1.3902 0.5460 1.9509
N -2.7648 1.1740 -0.6779 -0.7598 2.7226 -2.5329
H -2.5342 1.8520 -1.5324 0.2040 -2.3794 2.3085
H -1.1455 -1.1290 -1.7820 1.4770 0.3442 0.0143
H -2.2320 0.2185 2.1835 0.6517 -1.0713 -1.0889
H -2.4257 -1.3172 0.9678 0.4700 0.4851 1.1998
H 3.8087 0.1047 0.6585 -0.5261 0.7236 0.4395
N -0.2155 -0.7195 -1.5034 -0.9633 1.5810 -1.6238
H 1.6620 -0.7860 -1.1864 1.0470 -0.1920 0.0929
C -1.9981 0.4596 -0.0148 0.8850 -0.0950 0.1055
```
Positions in Å, forces in eV/Å.


No. 5
Entry from the Open Molecules 2025 dataset: the ion C6H12NO with charge -1 at a distorted geometry (the ωB97M-V functional and the def2-TZVPD basis).

Properties
- orbital gap (eV) = 5.622
- energy relative to the best compared isomer or geometry (same formula, charge and spin) (kJ/mol) = 92.17
- E_HOMO (eV) = -1.79
- charge = -1
- structure (SMILES) = CN1CCC[C@H]1C[O-]
- calculated total energy (eV) = -9952.3908

XYZ file:
```
20
Properties=species:S:1:pos:R:3:forces:R:3
C -0.4858 1.3413 1.6484 0.1621 1.2704 -1.5448
H -0.3400 0.1726 -2.3471 0.4910 -0.3608 1.1884
C -1.0777 -1.6760 0.4516 -2.7165 0.7435 2.3629
C 0.0366 -0.4988 -1.4886 -0.7005 1.8477 -2.3102
C 1.4961 -0.1288 -1.2052 -0.9247 -0.6009 2.1779
C 1.3273 0.9266 -0.0656 -0.0106 -0.2308 0.7834
H 1.9636 -1.0248 -0.7262 0.0987 0.7015 -0.6148
H -1.6605 0.3115 -0.5024 -0.3210 0.0331 0.6998
N 0.1695 0.4782 0.6935 -0.2186 -1.0994 -0.3946
H -0.4772 -2.4464 -0.0335 1.0785 -0.1059 -0.2672
H 1.0767 1.9287 -0.4675 0.7951 0.0960 -0.1339
H -1.0393 0.8782 2.4495 0.2959 -0.7660 0.3491
H 0.2154 2.1053 2.0393 -0.2859 -0.4560 -0.0195
H -1.2849 1.8648 1.0814 0.1092 0.4525 0.2802
O -2.3776 -2.0453 0.4548 -0.4884 0.0445 -1.0439
H -0.8545 -1.6352 1.5946 1.1039 0.3667 -1.2529
H 2.2089 0.8912 0.6427 -0.6250 0.6655 -0.9469
C -0.7626 -0.2369 -0.2087 1.3799 -2.1873 0.4772
H -0.1590 -1.4627 -1.9560 0.3113 -0.4058 0.5668
H 2.0251 0.2564 -2.0551 0.4657 -0.0086 -0.3568
```
Positions in Å, forces in eV/Å.